{
  "formula": "C39H55IN11O2Si4TeY",
  "method": "ωB97M-V/def2-TZVPD",
  "symbols": ["Y", "N", "C", "N", "C", "N", "N", "C", "C", "C", "C", "C", "C", "N", "C", "C", "C", "C", "C", "C", "H", "H", "H", "H", "H", "H", "H", "H", "H", "H", "H", "I", "C", "C", "C", "C", "N", "C", "H", "H", "H", "H", "N", "C", "O", "C", "C", "C", "C", "N", "C", "H", "H", "H", "H", "H", "H", "C", "Si", "C", "C", "Si", "Te", "Si", "C", "C", "C", "Si", "C", "C", "C", "H", "H", "H", "H", "H", "H", "H", "H", "H", "H", "H", "H", "H", "H", "H", "H", "H", "H", "H", "H", "H", "H", "H", "H", "H", "H", "H", "C", "N", "C", "C", "C", "N", "C", "O", "N", "H", "H", "H", "H", "H", "H", "H"],
  "coordinates": [[-0.765, -0.072, 1.112], [-2.456, 3.363, -1.749], [-1.801, 2.320, -1.247], [-1.603, 2.084, 0.017], [-2.025, 3.058, 0.924], [-1.682, 3.019, 2.172], [-0.912, 1.908, 2.463], [-0.159, 2.034, 3.489], [0.693, 0.920, 3.899], [1.540, 1.030, 4.990], [2.345, -0.053, 5.319], [2.273, -1.197, 4.547], [1.404, -1.219, 3.465], [0.627, -0.192, 3.144], [-2.844, 4.170, 0.455], [-3.416, 5.104, 1.325], [-4.166, 6.143, 0.820], [-4.354, 6.273, -0.558], [-3.798, 5.363, -1.434], [-3.048, 4.315, -0.914], [-2.504, 3.475, -2.751], [-1.371, 1.648, -1.978], [-0.127, 2.974, 4.035], [1.579, 1.947, 5.561], [3.021, 0.005, 6.161], [2.886, -2.062, 4.757], [1.348, -2.089, 2.821], [-3.252, 4.997, 2.388], [-4.608, 6.867, 1.490], [-4.939, 7.098, -0.943], [-3.939, 5.462, -2.503], [-6.318, 2.111, 3.419], [-5.437, 0.938, 1.952], [-6.181, 0.333, 0.948], [-5.514, -0.434, 0.007], [-4.138, -0.562, 0.094], [-3.416, 0.024, 1.055], [-4.064, 0.750, 1.967], [-7.254, 0.455, 0.904], [-6.051, -0.934, -0.787], [-3.599, -1.167, -0.624], [-3.460, 1.210, 2.737], [-0.080, -5.785, -0.403], [-1.220, -5.410, -1.056], [-2.142, -6.155, -1.293], [-1.294, -3.959, -1.439], [-1.903, -3.597, -2.633], [-1.952, -2.253, -2.957], [-1.467, -1.333, -2.045], [-0.956, -1.654, -0.850], [-0.838, -2.966, -0.590], [0.036, -6.778, -0.266], [0.765, -5.257, -0.558], [-2.304, -4.361, -3.286], [-2.367, -1.914, -3.895], [-1.488, -0.281, -2.287], [-0.398, -3.235, 0.358], [5.414, 2.638, -0.728], [5.352, 0.798, -1.121], [5.668, -0.201, 0.442], [6.663, 0.384, -2.405], [3.187, 0.325, -1.940], [1.788, 0.724, 0.117], [3.150, -1.813, -2.904], [3.852, -3.074, -1.692], [1.455, -2.420, -3.465], [4.224, -1.691, -4.447], [2.438, 1.949, -3.471], [3.737, 2.269, -4.792], [0.837, 1.338, -4.278], [2.050, 3.565, -2.582], [6.341, 2.881, -0.204], [4.579, 2.944, -0.094], [5.387, 3.236, -1.641], [6.644, 0.060, 0.856], [5.663, -1.274, 0.244], [4.908, 0.009, 1.197], [7.637, 0.731, -2.053], [6.469, 0.864, -3.366], [6.742, -0.692, -2.575], [3.330, -3.027, -0.732], [4.910, -2.893, -1.496], [3.761, -4.088, -2.088], [0.796, -2.613, -2.616], [1.583, -3.358, -4.013], [0.960, -1.712, -4.130], [5.211, -1.269, -4.253], [3.737, -1.074, -5.206], [4.365, -2.685, -4.879], [4.042, 1.360, -5.313], [4.632, 2.712, -4.350], [3.359, 2.970, -5.540], [1.013, 0.480, -4.930], [0.375, 2.123, -4.882], [0.124, 1.024, -3.509], [2.937, 3.981, -2.104], [1.298, 3.423, -1.802], [1.680, 4.302, -3.300], [-2.540, -4.530, 2.664], [-2.620, -3.323, 3.494], [-3.139, -3.361, 4.751], [-3.196, -2.255, 5.521], [-2.712, -1.044, 4.945], [-2.197, -1.010, 3.720], [-2.118, -2.142, 3.008], [-1.582, -2.140, 1.871], [-2.770, 0.106, 5.624], [-3.231, -5.268, 3.059], [-1.526, -4.928, 2.672], [-2.820, -4.282, 1.644], [-3.499, -4.325, 5.083], [-3.608, -2.289, 6.518], [-3.185, 0.154, 6.537], [-2.466, 0.959, 5.185]],
  "forces_ev_per_a": [[-0.7, -0.2, -0.2], [0.0, 0.0, 0.0], [0.2, 0.1, -0.1], [-0.2, 0.1, 0.0], [0.0, 0.0, 0.1], [0.0, -0.1, -0.2], [0.1, 0.3, 0.5], [-0.1, 0.0, -0.1], [0.1, -0.1, 0.0], [0.0, 0.0, -0.1], [0.0, 0.0, 0.0], [0.0, 0.0, 0.0], [0.0, 0.0, 0.0], [0.0, 0.1, 0.2], [-0.1, 0.0, 0.0], [0.0, 0.0, 0.0], [0.0, 0.0, 0.0], [0.0, 0.0, 0.0], [0.0, 0.0, 0.0], [0.0, 0.0, 0.0], [0.0, 0.0, 0.0], [0.0, 0.0, 0.0], [0.0, 0.0, 0.0], [0.0, 0.0, 0.0], [0.0, 0.0, 0.0], [0.0, 0.0, 0.0], [0.0, 0.0, 0.0], [0.0, 0.0, 0.0], [0.0, 0.0, 0.0], [0.0, 0.0, 0.0], [0.0, 0.0, 0.0], [0.0, 0.0, 0.0], [0.0, -0.1, -0.1], [0.0, 0.0, 0.0], [0.0, 0.0, 0.0], [-0.1, 0.0, 0.0], [0.2, -0.1, -0.1], [0.0, 0.1, 0.1], [0.0, 0.0, 0.0], [0.0, 0.0, 0.0], [0.0, 0.0, 0.0], [0.0, 0.0, 0.0], [0.0, 0.0, 0.0], [0.1, 0.0, -0.1], [0.0, 0.0, 0.1], [0.0, 0.1, 0.0], [0.0, 0.0, 0.0], [-0.1, 0.0, 0.0], [0.1, 0.1, 0.0], [-0.3, -0.3, -0.2], [0.1, 0.0, 0.0], [0.0, 0.0, 0.0], [0.0, 0.0, 0.0], [0.0, 0.0, 0.0], [0.0, 0.0, 0.0], [0.0, 0.1, 0.0], [0.0, 0.0, 0.0], [0.0, -0.1, 0.0], [0.0, 0.1, 0.0], [-0.1, 0.0, -0.1], [-0.1, 0.0, 0.1], [0.0, 0.1, -0.1], [0.4, -0.1, -0.2], [0.1, 0.0, 0.0], [0.0, 0.1, -0.1], [0.1, 0.0, 0.1], [-0.1, -0.1, 0.1], [0.1, 0.1, 0.0], [-0.1, 0.0, 0.1], [0.1, 0.0, 0.1], [0.0, -0.1, -0.1], [0.0, 0.0, 0.0], [0.0, 0.0, 0.0], [0.0, 0.0, 0.0], [0.0, 0.0, 0.0], [0.0, 0.0, 0.0], [0.0, 0.0, 0.0], [0.0, 0.0, 0.0], [0.0, 0.0, 0.0], [0.0, 0.0, 0.0], [0.0, 0.0, 0.0], [0.0, 0.0, 0.0], [0.0, 0.0, 0.0], [0.1, 0.0, 0.0], [0.0, 0.0, 0.0], [0.0, 0.0, 0.0], [0.0, 0.0, 0.0], [0.0, 0.0, 0.0], [0.0, 0.0, 0.0], [0.0, 0.0, 0.0], [0.0, 0.0, 0.0], [0.0, 0.0, 0.0], [0.0, 0.0, 0.0], [0.0, 0.0, 0.0], [0.0, 0.0, 0.0], [0.0, 0.0, 0.0], [0.0, 0.0, 0.0], [0.0, 0.0, 0.0], [0.0, 0.0, 0.0], [0.0, 0.0, 0.0], [0.0, 0.1, 0.0], [0.0, 0.0, 0.0], [-0.1, 0.0, 0.0], [0.0, -0.1, 0.0], [0.0, 0.1, 0.1], [0.2, 0.1, 0.2], [0.0, 0.1, 0.0], [0.0, 0.0, 0.0], [0.0, 0.0, 0.0], [0.0, 0.0, 0.0], [0.0, 0.0, 0.0], [0.0, 0.0, 0.0], [0.0, 0.0, 0.0], [0.0, 0.0, 0.0]],
  "mulliken_charge": [-0.043, 0.221, -0.565, 0.608, 0.160, -1.698, 2.021, -1.385, 1.119, -1.031, -0.566, -1.018, -0.435, 1.083, 0.608, -0.334, -0.943, -0.474, -0.973, 0.106, 0.320, 0.027, 0.432, 0.564, 0.479, 0.525, 0.460, 0.489, 0.447, 0.441, 0.441, 0.091, -0.717, -0.223, -1.158, -0.488, 0.852, -0.232, 0.453, 0.555, 0.484, 0.413, -0.284, -0.288, -0.596, 1.248, -0.592, -0.973, 0.029, 1.048, -1.383, 0.280, 0.159, 0.544, 0.539, -0.391, 0.380, -1.048, 0.384, -0.940, -1.067, 0.321, -0.521, 0.428, -1.091, -0.316, -1.080, 0.260, -0.986, -0.540, -0.773, 0.418, 0.269, 0.265, 0.387, 0.253, 0.200, 0.415, 0.325, 0.299, 0.291, 0.294, 0.408, -0.385, 0.523, 0.270, 0.268, 0.266, 0.392, 0.302, 0.259, 0.381, 0.351, 0.435, -0.315, 0.277, 0.034, 0.372, -0.874, 0.100, -0.317, -1.163, 0.899, 0.142, -0.234, 0.376, -0.292, 0.418, 0.274, 0.237, 0.464, 0.464, 0.232, 0.153],
  "e_above_lowest_ev": 0.351,
  "gap_ev": 5.51,
  "total_charge": 2,
  "multiplicity": 1
}

---

{
  "formula": "C39H56AsIrN5SSi3",
  "method": "ωB97M-V/def2-TZVPD",
  "symbols": ["Ir", "C", "N", "C", "C", "C", "C", "C", "C", "N", "C", "C", "C", "C", "C", "C", "N", "C", "C", "C", "C", "C", "N", "H", "H", "H", "H", "H", "H", "H", "H", "H", "H", "H", "H", "H", "H", "H", "H", "H", "H", "C", "Si", "C", "C", "As", "Si", "C", "C", "C", "Si", "C", "C", "C", "H", "H", "H", "H", "H", "H", "H", "H", "H", "H", "H", "H", "H", "H", "H", "H", "H", "H", "H", "H", "H", "H", "H", "H", "H", "H", "H", "N", "S", "C", "C", "C", "C", "C", "C", "C", "C", "C", "C", "C", "C", "H", "H", "H", "H", "H", "H", "H", "H", "H", "H", "H"],
  "coordinates": [[-0.364, 1.231, -0.037], [-2.041, 2.701, -1.920], [-1.747, 2.756, -0.466], [-1.065, 4.063, -0.208], [-0.164, 3.971, 0.976], [0.053, 5.026, 1.840], [0.932, 4.859, 2.899], [1.543, 3.627, 3.064], [1.273, 2.617, 2.162], [0.455, 2.784, 1.115], [-2.934, 2.559, 0.405], [-2.592, 1.824, 1.680], [-3.443, 1.882, 2.768], [-3.194, 1.079, 3.871], [-2.095, 0.236, 3.848], [-1.274, 0.246, 2.739], [-1.505, 1.022, 1.676], [-0.762, 2.407, -2.666], [-0.609, 2.785, -3.983], [0.571, 2.478, -4.648], [1.564, 1.810, -3.957], [1.347, 1.470, -2.635], [0.215, 1.757, -1.988], [-2.472, 3.647, -2.259], [-2.789, 1.934, -2.112], [-1.806, 4.857, -0.104], [-0.456, 4.290, -1.086], [-0.463, 5.964, 1.685], [1.121, 5.670, 3.590], [2.218, 3.439, 3.888], [1.718, 1.641, 2.272], [-3.658, 1.954, -0.146], [-3.414, 3.513, 0.628], [-4.299, 2.543, 2.745], [-3.851, 1.110, 4.730], [-1.866, -0.418, 4.678], [-0.404, -0.383, 2.675], [-1.406, 3.318, -4.485], [0.709, 2.766, -5.682], [2.502, 1.551, -4.428], [2.098, 0.949, -2.064], [1.651, -1.747, -2.820], [2.167, -2.205, -1.084], [1.283, -3.699, -0.385], [3.952, -2.727, -1.173], [1.728, -0.278, 0.372], [2.041, -1.415, 2.498], [3.684, -2.293, 2.392], [0.621, -2.624, 2.740], [2.074, -0.233, 3.953], [3.757, 1.141, 0.204], [3.382, 2.830, -0.520], [4.538, 1.361, 1.886], [5.006, 0.342, -0.916], [1.691, -2.657, -3.425], [2.372, -1.057, -3.261], [0.654, -1.318, -2.920], [1.251, -4.460, -1.171], [0.277, -3.554, -0.007], [1.892, -4.123, 0.417], [3.907, -3.731, -1.610], [4.452, -2.827, -0.211], [4.564, -2.120, -1.833], [3.581, -3.286, 1.953], [4.067, -2.427, 3.408], [4.443, -1.750, 1.828], [0.967, -3.647, 2.588], [-0.229, -2.470, 2.073], [0.257, -2.561, 3.769], [2.920, 0.455, 3.928], [2.214, -0.868, 4.834], [1.163, 0.342, 4.119], [2.465, 3.302, -0.181], [3.386, 2.823, -1.610], [4.212, 3.473, -0.212], [4.023, 2.080, 2.523], [5.535, 1.770, 1.693], [4.682, 0.436, 2.442], [4.634, 0.137, -1.921], [5.427, -0.572, -0.504], [5.825, 1.062, -1.015], [-1.621, -0.167, -0.955], [-1.662, -1.780, -0.911], [-3.030, -2.307, 0.126], [-3.760, -1.394, 0.864], [-4.787, -1.854, 1.680], [-5.058, -3.211, 1.761], [-4.310, -4.117, 1.018], [-3.292, -3.671, 0.192], [-2.310, -2.320, -2.477], [-3.501, -1.776, -2.953], [-4.012, -2.232, -4.154], [-3.353, -3.240, -4.853], [-2.185, -3.795, -4.354], [-1.653, -3.333, -3.157], [-2.405, 0.188, -1.485], [-3.547, -0.339, 0.784], [-5.381, -1.149, 2.247], [-5.858, -3.566, 2.395], [-4.527, -5.175, 1.074], [-2.723, -4.379, -0.399], [-4.050, -1.038, -2.377], [-4.938, -1.825, -4.536], [-3.766, -3.604, -5.784], [-1.689, -4.592, -4.891], [-0.749, -3.767, -2.754]],
  "forces_ev_per_a": [[-0.1, -0.1, 0.1], [0.0, 0.0, 0.0], [0.0, 0.0, 0.0], [0.0, 0.0, 0.0], [0.0, 0.0, 0.0], [0.0, 0.0, 0.0], [0.0, 0.0, 0.0], [0.0, 0.0, 0.0], [0.0, 0.0, 0.0], [0.0, 0.0, 0.0], [0.0, 0.0, 0.0], [0.0, 0.0, 0.0], [0.0, 0.0, 0.0], [0.0, 0.0, 0.0], [0.0, 0.0, 0.0], [0.0, 0.0, 0.0], [0.0, 0.0, 0.0], [0.0, 0.0, 0.0], [0.0, 0.0, 0.0], [0.0, 0.0, 0.0], [0.0, 0.0, 0.0], [0.0, 0.0, 0.0], [0.0, 0.0, 0.0], [0.0, 0.0, 0.0], [0.0, 0.0, 0.0], [0.0, 0.0, 0.0], [0.0, 0.0, 0.0], [0.0, 0.0, 0.0], [0.0, 0.0, 0.0], [0.0, 0.0, 0.0], [0.0, 0.0, 0.0], [0.0, 0.0, 0.0], [0.0, 0.0, 0.0], [0.0, 0.0, 0.0], [0.0, 0.0, 0.0], [0.0, 0.0, 0.0], [0.0, 0.0, 0.0], [0.0, 0.0, 0.0], [0.0, 0.0, 0.0], [0.0, 0.0, 0.0], [0.0, 0.0, 0.0], [-0.1, -0.1, 0.0], [0.0, 0.0, 0.0], [0.0, 0.0, 0.0], [0.0, 0.0, 0.0], [0.0, 0.0, 0.0], [0.0, 0.0, 0.0], [0.0, 0.0, 0.0], [0.0, 0.0, 0.0], [0.0, 0.0, 0.0], [0.0, 0.0, 0.0], [0.0, 0.0, 0.0], [0.0, 0.0, 0.0], [0.0, 0.0, 0.0], [0.0, 0.0, 0.0], [0.0, 0.0, 0.0], [-0.1, 0.0, 0.0], [0.0, 0.0, 0.0], [0.0, 0.0, 0.0], [0.0, 0.0, 0.0], [0.0, 0.0, 0.0], [0.0, 0.0, 0.0], [0.0, 0.0, 0.0], [0.0, 0.0, 0.0], [0.0, 0.0, 0.0], [0.0, 0.0, 0.0], [0.0, 0.0, 0.0], [0.0, 0.0, 0.0], [0.0, 0.0, 0.0], [0.0, 0.0, 0.0], [0.0, 0.0, 0.0], [0.0, 0.0, 0.0], [0.0, 0.0, 0.0], [0.0, 0.0, 0.0], [0.0, 0.0, 0.0], [0.0, 0.0, 0.0], [0.0, 0.0, 0.0], [0.0, 0.0, 0.0], [0.0, 0.0, 0.0], [0.0, 0.0, 0.0], [0.0, 0.0, 0.0], [0.1, 0.0, -0.2], [0.0, -0.1, 0.0], [0.1, 0.1, 0.1], [-0.1, 0.0, -0.1], [0.0, 0.0, 0.0], [0.0, 0.0, 0.0], [0.0, 0.0, 0.0], [0.1, 0.0, 0.0], [0.0, 0.1, 0.0], [0.0, 0.0, 0.0], [0.0, 0.0, 0.0], [0.0, 0.0, 0.0], [0.0, 0.0, 0.0], [0.1, 0.1, 0.0], [0.0, 0.0, 0.0], [0.0, 0.0, 0.0], [0.0, 0.0, 0.0], [0.0, 0.0, 0.0], [0.0, 0.0, 0.0], [0.0, 0.0, 0.0], [0.0, 0.0, 0.0], [0.0, 0.0, 0.0], [0.0, 0.0, 0.0], [0.0, 0.0, 0.0], [0.1, 0.0, 0.0]],
  "mulliken_charge": [1.475, -2.028, 0.004, -1.366, 1.306, -1.089, -0.967, -1.112, -0.125, 0.854, -1.340, 0.899, -0.860, -1.100, -1.153, 0.359, 0.550, 1.442, -0.948, -0.788, -1.481, -1.207, 1.257, 0.715, 0.400, 0.478, 0.384, 0.592, 0.487, 0.626, -0.183, 0.361, 0.463, 0.613, 0.519, 0.630, -0.412, 0.592, 0.510, 0.603, 0.979, -0.945, 0.290, -0.828, -1.199, 0.321, 0.862, -1.327, -1.060, -1.166, 0.750, -1.010, -1.028, -1.368, 0.594, 0.349, 0.194, 0.501, 0.001, 0.430, 0.430, 0.372, 0.419, 0.364, 0.489, 0.290, 0.374, 0.008, 0.530, 0.322, 0.554, 0.287, 0.135, 0.359, 0.525, 0.260, 0.478, 0.249, 0.325, 0.361, 0.490, -0.079, 0.819, 0.740, 0.092, -0.643, -0.683, -0.805, -0.850, 0.410, -0.601, -0.971, -0.574, -0.852, 0.046, -0.096, 0.064, 0.505, 0.446, 0.466, 0.481, 0.397, 0.456, 0.439, 0.473, 0.397],
  "e_above_lowest_ev": 0.085,
  "gap_ev": 8.50,
  "total_charge": 3,
  "multiplicity": 1
}